[1]
ORCA calculation (ωB97M-V with the def2-TZVPD basis set) on C8H12Cr2F18HfN7O32S10 as an isolated structure.

Its lowest unoccupied orbital energy (alpha / beta) is -0.286 / -0.286 Eh. The HOMO energy (alpha / beta) comes out at -12.9 / -12.9 eV. Its expectation value of S² is 20.011. As for the frontier orbital gap (alpha / beta): 5.15 / 5.14 eV.

```
! wB97M-V def2-TZVPD RIJCOSX def2/J DEFGRID3
* xyz 1 9
Hf 1.644 -2.470 -2.875
Cr -0.013 -2.888 2.694
Cr 3.521 0.471 1.681
C 5.507 0.463 -2.526
F 5.557 0.386 -3.846
F 6.137 -0.646 -2.117
F 6.099 1.594 -2.035
S 3.756 0.333 -1.807
O 3.952 0.422 -0.344
O 2.997 1.432 -2.467
O 3.335 -0.989 -2.260
C 3.888 -4.619 0.814
F 4.545 -4.501 1.988
F 4.797 -4.769 -0.164
F 3.115 -5.737 0.749
S 2.849 -2.996 0.584
O 3.746 -1.879 0.978
O 2.486 -2.908 -0.828
O 1.682 -3.101 1.504
C -0.980 0.813 -0.052
F -2.214 0.335 -0.336
F -0.662 1.569 -1.073
F -0.950 1.718 1.027
S 0.349 -0.570 0.193
O -0.257 -1.619 0.997
O 0.606 -1.047 -1.200
O 1.543 -0.039 0.925
C 3.840 -2.766 5.161
F 4.358 -3.432 4.142
F 3.166 -3.565 5.934
F 4.815 -2.170 5.815
S 2.534 -1.482 4.553
O 1.438 -2.318 4.152
O 2.027 -0.583 5.631
O 3.034 -0.673 3.412
N -1.404 -1.877 3.787
S -2.625 -2.204 4.597
O -3.960 -1.995 3.963
O -2.388 -1.847 6.017
F -2.367 -3.732 4.551
S -1.466 -0.181 4.155
O -0.537 0.274 5.203
O -2.666 0.610 3.868
F -0.527 0.117 2.941
N -0.423 -3.215 -2.781
S -1.249 -4.068 -3.824
O -2.615 -3.740 -4.145
O -0.724 -5.408 -3.995
F -0.520 -3.294 -4.972
S -1.645 -3.784 -1.619
O -2.188 -5.124 -1.527
O -2.496 -2.711 -1.140
F -0.544 -3.921 -0.445
N 1.234 -0.870 -4.310
S 0.009 0.122 -4.655
O -0.708 -0.224 -5.864
O -0.042 1.472 -4.143
F -0.971 -0.627 -3.610
S 2.017 0.007 -5.748
O 2.442 1.378 -5.602
O 1.717 -0.531 -7.061
F 3.354 -0.800 -5.418
C 0.727 4.306 -0.513
N 2.187 3.971 -0.457
O 2.566 2.922 0.129
O 2.963 4.739 -0.963
H 0.316 3.603 -1.237
H 0.550 5.322 -0.864
H 0.289 3.980 0.431
C -2.183 4.775 2.712
N -2.675 5.952 1.893
O -2.016 6.167 0.874
O -3.620 6.626 2.349
H -2.913 4.364 3.408
H -1.227 5.109 3.116
H -1.840 3.923 2.124
C -4.414 2.041 -2.338
N -3.513 1.210 -3.217
O -3.692 0.018 -3.252
O -2.657 1.760 -3.800
H -5.032 1.383 -1.726
H -4.879 2.900 -2.821
H -3.648 2.430 -1.668
C -4.949 1.846 1.324
N -5.351 3.252 1.073
O -6.403 3.621 1.533
O -4.595 3.882 0.381
H -4.363 1.300 0.584
H -5.925 1.363 1.342
H -4.658 1.639 2.354
*
```



[2]
ORCA calculation (ωB97M-V with the def2-TZVPD basis set) on a 2-piece molecular cluster, C3H4NP overall.

Its lowest unoccupied orbital energy (alpha / beta) is -0.016 / -0.016 Eh. The energy above the lowest of the compared OMol25 structures with the same formula, charge and spin comes out at 451.10 kJ/mol. The HOMO energy (alpha / beta) comes out at -9.6 / -9.6 eV. As for the frontier orbital gap (alpha / beta): 9.11 / 9.11 eV.

```
! wB97M-V def2-TZVPD RIJCOSX def2/J DEFGRID3
* xyz 0 1
C 0.037 -0.742 -0.592
C 0.965 0.168 -0.361
C -0.844 -0.277 1.348
N -0.946 -1.004 0.267
P 0.531 0.930 1.274
H -0.123 -2.337 -1.742
H 1.798 0.246 -0.929
H -1.512 -0.566 2.065
H -0.383 1.923 1.231
*
```



[3]
ORCA calculation (ωB97M-V with the def2-TZVPD basis set) on C20H21CsN5O2 as an isolated structure.

Its lowest unoccupied orbital energy is -0.147 Eh. The energy above the lowest of the compared OMol25 structures with the same formula, charge and spin comes out at 100.02 kJ/mol. The HOMO energy comes out at -8.7 eV. As for the frontier orbital gap: 4.75 eV.

```
! wB97M-V def2-TZVPD RIJCOSX def2/J DEFGRID3
* xyz 1 1
Cs 0.279 -0.239 0.216
O -5.878 -2.926 -3.708
C -5.120 -3.688 -3.090
O -5.003 -4.921 -3.059
C -3.950 -2.942 -2.377
C -2.961 -3.636 -1.712
C -1.931 -2.947 -1.084
N -1.853 -1.603 -1.094
C -2.820 -0.926 -1.743
C -3.871 -1.566 -2.387
C -2.765 0.572 -1.775
C -3.749 1.312 -2.439
C -3.684 2.690 -2.460
C -2.634 3.331 -1.816
C -1.706 2.530 -1.186
N -1.756 1.198 -1.157
C -0.871 -3.734 -0.372
C -0.914 -5.132 -0.340
C 0.071 -5.839 0.320
C 1.098 -5.150 0.948
C 1.068 -3.774 0.870
N 0.124 -3.077 0.236
H -3.055 -4.711 -1.724
H -4.661 -1.056 -2.915
H -4.568 0.825 -2.942
H -4.448 3.257 -2.975
H -2.545 4.407 -1.808
H -0.864 2.984 -0.666
H -1.707 -5.678 -0.823
H 0.033 -6.920 0.342
H 1.890 -5.663 1.475
H 1.853 -3.189 1.346
N 4.426 4.497 2.588
C 5.067 3.588 1.572
C 4.001 2.660 0.995
N 3.265 1.917 2.003
C 2.699 2.786 3.020
C 3.719 3.720 3.668
H 3.750 5.102 2.115
H 5.127 5.113 3.000
H 5.845 3.034 2.097
H 5.523 4.210 0.803
H 4.485 1.972 0.304
H 3.290 3.253 0.410
H 3.828 1.181 2.411
H 2.234 2.191 3.803
H 1.906 3.387 2.562
H 4.487 3.166 4.207
H 3.247 4.432 4.342
*
```



[4]
ORCA calculation (ωB97M-V with the def2-TZVPD basis set) on a 10-piece molecular cluster, C29H72NO14PS9 overall.

Its lowest unoccupied orbital energy is 0.011 Eh. The energy above the lowest of the compared OMol25 structures with the same formula, charge and spin comes out at 176.91 kJ/mol. The HOMO energy comes out at -8.3 eV. As for the frontier orbital gap: 8.63 eV.

```
! wB97M-V def2-TZVPD RIJCOSX def2/J DEFGRID3
* xyz 0 1
C -2.738 -0.039 2.133
C -1.472 -0.964 2.047
C -1.672 -2.371 1.746
C -0.493 -3.226 1.645
C 0.818 -2.628 1.861
C 2.093 -3.523 1.715
O 2.600 -3.476 0.353
P 3.590 -2.199 0.078
O 4.418 -1.810 1.248
O 4.648 -2.719 -1.107
O 2.799 -0.908 -0.609
C 3.528 0.315 -0.305
C 3.238 1.493 -1.309
O 1.954 1.431 -1.937
C 3.562 2.840 -0.565
N 2.380 3.599 -0.104
C 1.009 -1.220 2.196
C -0.169 -0.363 2.294
H -3.234 0.107 1.134
H -2.405 0.957 2.537
H -3.439 -0.540 2.857
H -2.676 -2.817 1.557
H -0.557 -4.315 1.401
H 1.746 -4.583 1.874
H 2.862 -3.328 2.499
H 4.349 -2.355 -1.967
H 3.224 0.652 0.717
H 4.631 0.101 -0.377
H 4.004 1.398 -2.136
H 2.131 1.602 -2.878
H 4.185 2.609 0.352
H 4.190 3.527 -1.192
H 2.566 3.820 0.882
H 1.528 3.033 -0.073
H 2.047 -0.849 2.363
H -0.027 0.710 2.541
C -0.053 4.006 4.307
S 1.643 4.586 4.198
O 2.305 3.783 3.122
C 2.193 3.917 5.774
H -0.570 4.288 3.394
H -0.069 2.921 4.413
H -0.546 4.475 5.159
H 2.037 2.837 5.793
H 1.639 4.391 6.586
H 3.253 4.132 5.887
C 5.191 1.110 4.944
S 4.609 1.607 6.575
O 4.898 3.062 6.726
C 5.867 0.714 7.506
H 4.562 1.592 4.194
H 6.226 1.424 4.808
H 5.109 0.027 4.843
H 6.860 1.053 7.209
H 5.764 -0.356 7.324
H 5.717 0.916 8.566
C -3.352 -5.936 0.915
S -4.777 -4.836 0.977
O -4.625 -3.972 2.184
C -5.983 -6.114 1.375
H -2.465 -5.338 0.714
H -3.237 -6.448 1.872
H -3.489 -6.663 0.113
H -5.702 -6.614 2.303
H -6.032 -6.835 0.558
H -6.956 -5.641 1.499
C 5.812 -5.268 -2.538
S 6.016 -4.670 -4.224
O 4.778 -5.020 -4.973
C 7.286 -5.859 -4.695
H 5.029 -4.686 -2.059
H 5.527 -6.322 -2.548
H 6.746 -5.137 -1.989
H 6.908 -6.875 -4.571
H 8.173 -5.709 -4.077
H 7.542 -5.692 -5.740
C 1.267 6.820 -3.823
S 0.673 7.359 -2.207
O 0.971 8.815 -2.086
C 1.912 6.469 -1.251
H 0.652 7.292 -4.590
H 2.307 7.121 -3.956
H 1.174 5.736 -3.901
H 2.912 6.792 -1.547
H 1.800 5.398 -1.412
H 1.758 6.691 -0.196
C 0.104 -2.079 -3.084
S -1.002 -0.659 -3.172
O -2.379 -1.144 -2.872
C -0.888 -0.443 -4.957
H 0.152 -2.411 -2.047
H -0.279 -2.887 -3.709
H 1.100 -1.784 -3.416
H -1.209 -1.354 -5.464
H 0.140 -0.203 -5.232
H -1.539 0.381 -5.248
C -6.629 -0.842 2.283
S -6.729 -0.438 0.530
O -5.473 0.273 0.163
C -8.022 0.808 0.694
H -5.844 -1.587 2.419
H -6.385 0.054 2.857
H -7.582 -1.255 2.616
H -7.691 1.600 1.367
H -8.930 0.342 1.079
H -8.221 1.228 -0.291
C -4.879 5.378 3.389
S -4.100 3.822 2.915
O -2.629 3.993 3.067
C -4.476 3.949 1.158
H -4.731 5.525 4.458
H -4.423 6.203 2.841
H -5.948 5.328 3.175
H -4.046 4.866 0.752
H -5.558 3.944 1.016
H -4.041 3.088 0.651
C -3.575 -1.487 -7.256
S -2.840 -3.075 -7.699
O -1.361 -2.923 -7.609
C -3.287 -3.003 -9.444
H -3.384 -1.300 -6.200
H -3.128 -0.690 -7.853
H -4.652 -1.525 -7.427
H -2.857 -2.111 -9.902
H -4.373 -2.990 -9.541
H -2.890 -3.891 -9.936
*
```



[5]
ORCA calculation (ωB97M-V with the def2-TZVPD basis set) on one molecule with the formula C21H30ClN3O2.

Its lowest unoccupied orbital energy is 0.021 Eh. The energy above the lowest of the compared OMol25 structures with the same formula, charge and spin comes out at 13.64 kJ/mol. The HOMO energy comes out at -8.4 eV. As for the frontier orbital gap: 8.96 eV. The structure (SMILES) is Cc1ccc(CC(=O)NCC(C)(C)NC(=O)[C@H]2CCN3CC[C@H]2C3)c(Cl)c1.

```
! wB97M-V def2-TZVPD RIJCOSX def2/J DEFGRID3
* xyz 0 1
C 4.548 -1.370 1.764
C 3.870 -0.574 0.684
C 3.189 -1.203 -0.346
C 2.555 -0.460 -1.326
C 2.553 0.927 -1.304
C 1.795 1.662 -2.390
C 0.329 1.915 -2.043
O -0.563 1.227 -2.529
N 0.080 2.911 -1.169
C -1.231 3.257 -0.688
C -1.681 2.481 0.534
C -0.640 2.616 1.637
C -3.010 3.056 0.990
N -1.856 1.092 0.144
C -2.253 0.117 0.992
O -2.469 0.324 2.178
C -2.494 -1.286 0.437
C -2.360 -1.483 -1.072
C -0.944 -1.811 -1.538
N -0.226 -2.715 -0.653
C -0.988 -3.948 -0.422
C -1.891 -3.705 0.825
C -1.595 -2.246 1.201
C -0.166 -2.101 0.674
C 3.272 1.547 -0.284
Cl 3.498 3.273 -0.238
C 3.917 0.809 0.694
H 4.872 -2.338 1.386
H 5.430 -0.851 2.140
H 3.870 -1.540 2.602
H 3.135 -2.283 -0.384
H 2.022 -0.977 -2.111
H 2.301 2.599 -2.648
H 1.786 1.052 -3.287
H 0.866 3.377 -0.755
H -1.206 4.315 -0.429
H -1.958 3.143 -1.492
H -0.435 3.670 1.849
H -0.989 2.145 2.553
H 0.299 2.133 1.349
H -2.915 4.120 1.220
H -3.772 2.935 0.216
H -3.354 2.545 1.887
H -1.630 0.851 -0.813
H -3.532 -1.470 0.734
H -3.051 -2.281 -1.379
H -2.758 -0.622 -1.622
H -0.981 -2.254 -2.535
H -0.365 -0.894 -1.626
H -1.558 -4.223 -1.309
H -0.290 -4.769 -0.233
H -2.949 -3.879 0.625
H -1.593 -4.362 1.643
H -1.676 -2.065 2.269
H 0.537 -2.654 1.307
H 0.183 -1.067 0.622
H 4.471 1.329 1.468
*
```



[6]
ORCA calculation (ωB97M-V with the def2-TZVPD basis set) on a 2-piece molecular cluster, C20H38BN4O3 overall.

Its lowest unoccupied orbital energy (alpha / beta) is 0.002 / -0.010 Eh. The HOMO energy (alpha / beta) comes out at -8.0 / -8.0 eV. Its expectation value of S² is 0.755. As for the frontier orbital gap (alpha / beta): 8.05 / 7.73 eV.

```
! wB97M-V def2-TZVPD RIJCOSX def2/J DEFGRID3
* xyz 0 2
C 2.923 -2.104 -0.365
C 3.983 -0.836 -0.119
C 5.497 -1.521 -0.311
C 3.830 0.257 -1.323
C 2.794 1.492 -1.035
C 1.275 0.935 -1.318
C 0.095 2.071 -1.248
C -1.024 1.755 -0.047
C -2.151 0.721 -0.637
N -3.379 0.593 0.241
C -3.539 0.349 1.727
C -5.171 0.389 1.949
C -5.966 0.640 0.537
C -4.702 0.789 -0.500
B 3.252 2.720 -2.083
N 2.862 4.184 -1.885
O 4.062 2.435 -3.318
C 3.049 2.081 0.473
C 4.139 1.210 1.355
C 5.718 1.700 1.100
C 3.838 1.625 2.948
N 3.955 -0.286 1.283
O 2.916 -0.730 2.012
H 1.819 -1.843 -0.078
H 3.306 -3.032 0.277
H 3.011 -2.447 -1.498
H 5.727 -2.156 0.659
H 6.321 -0.703 -0.539
H 5.439 -2.291 -1.200
H 4.912 0.646 -1.598
H 3.435 -0.296 -2.301
H 1.040 0.160 -0.440
H 1.182 0.285 -2.315
H 0.463 3.163 -1.046
H -0.526 1.969 -2.262
H -0.451 1.382 0.903
H -1.584 2.790 0.151
H -1.628 -0.291 -0.905
H -2.536 1.171 -1.673
H -2.666 0.181 2.489
H -5.766 0.226 2.959
H -7.109 0.705 0.282
H -4.718 1.003 -1.651
H 2.306 4.330 -1.014
H 3.763 4.716 -1.716
H 5.001 2.679 -3.064
H 3.411 3.206 0.504
H 2.039 2.061 1.109
H 6.491 1.106 1.746
H 5.974 1.751 -0.048
H 5.735 2.831 1.478
H 4.362 2.638 3.239
H 4.397 0.784 3.583
H 2.701 1.571 3.226
C -7.274 -5.569 -0.102
C -7.971 -4.386 0.510
O -9.079 -4.481 1.034
N -7.341 -3.177 0.474
C -6.051 -2.854 -0.088
H -7.902 -6.457 0.006
H -7.104 -5.394 -1.168
H -6.326 -5.753 0.411
H -7.876 -2.433 0.907
H -5.427 -2.445 0.710
H -6.198 -2.090 -0.855
H -5.559 -3.723 -0.528
*
```



[7]
ORCA calculation (ωB97M-V with the def2-TZVPD basis set) on C32H34CoF3NO2S2Sb as an isolated structure.

Its lowest unoccupied orbital energy (alpha / beta) is 0.090 / 0.090 Eh. The energy above the lowest of the compared OMol25 structures with the same formula, charge and spin comes out at 60.57 kJ/mol. The HOMO energy (alpha / beta) comes out at -3.4 / -3.6 eV. Its expectation value of S² is 1.011. As for the frontier orbital gap (alpha / beta): 5.87 / 6.04 eV.

```
! wB97M-V def2-TZVPD RIJCOSX def2/J DEFGRID3
* xyz -1 2
Co -1.533 -0.606 -0.936
O -1.751 -2.811 0.400
C -2.596 -2.509 1.466
C -3.003 -1.054 1.638
C -3.832 -0.739 2.717
C -4.228 0.562 2.920
C -3.783 1.535 2.041
C -2.962 1.150 1.001
N -2.573 -0.114 0.802
H -2.326 -2.808 -0.420
H -2.092 -2.802 2.391
H -3.526 -3.089 1.416
H -4.157 -1.535 3.378
H -4.879 0.817 3.749
H -4.063 2.574 2.148
H -2.585 1.872 0.288
C 0.787 2.569 -3.283
C 0.333 1.281 -2.638
S -0.638 1.440 -1.172
C 0.606 0.069 -3.138
C 1.436 -0.124 -4.380
S -0.021 -1.396 -2.401
H 0.544 3.419 -2.646
H 0.294 2.731 -4.248
H 1.866 2.584 -3.467
H 2.147 0.692 -4.532
H 0.802 -0.190 -5.271
H 1.998 -1.058 -4.317
C -4.720 -0.074 -1.998
C -3.991 -1.364 -2.392
C -3.303 -1.156 -3.740
C -5.002 -2.505 -2.508
O -3.089 -1.703 -1.376
H -5.483 0.204 -2.734
H -4.000 0.746 -1.922
H -5.203 -0.206 -1.025
H -4.038 -0.922 -4.519
H -2.750 -2.053 -4.022
H -2.583 -0.337 -3.679
H -5.764 -2.300 -3.267
H -5.497 -2.656 -1.545
H -4.481 -3.428 -2.775
F 5.810 -2.974 4.835
C 4.875 -2.401 4.037
C 4.481 -3.062 2.893
C 3.516 -2.465 2.089
C 2.960 -1.222 2.397
C 3.384 -0.604 3.574
C 4.342 -1.184 4.401
Sb 1.387 -0.440 1.092
C 2.762 0.182 -0.424
C 2.907 1.499 -0.846
C 3.824 1.842 -1.833
C 4.568 0.839 -2.414
F 5.457 1.163 -3.385
C 4.426 -0.486 -2.060
C 3.514 -0.803 -1.061
C 1.223 1.419 2.152
C 2.260 2.337 2.323
C 2.087 3.493 3.074
C 0.857 3.717 3.660
F 0.682 4.841 4.394
C -0.195 2.837 3.528
C 0.003 1.688 2.770
H 4.914 -4.023 2.649
H 3.192 -3.003 1.203
H 2.969 0.352 3.867
H 4.673 -0.703 5.313
H 2.277 2.276 -0.429
H 3.944 2.865 -2.167
H 5.005 -1.247 -2.566
H 3.383 -1.847 -0.802
H 3.228 2.150 1.874
H 2.886 4.211 3.208
H -1.144 3.052 4.002
H -0.826 0.995 2.653
*
```